Below is a molecular structure, C28H28ClN3O3SSm, with properties calculated with the ωB97M-V functional and the def2-TZVPD basis.

XYZ file:
```
65
C28H28ClN3O3SSm, DFT the ωB97M-V functional and the def2-TZVPD basis
Sm -1.247 0.967 0.055
Cl 1.381 1.245 1.458
S -1.342 -4.074 1.508
O -1.498 2.249 1.717
O -3.205 3.409 2.574
O -4.499 2.902 -1.964
N -0.635 -1.733 0.678
N -2.456 2.687 -0.880
N -2.331 0.247 -2.415
C -3.167 -0.493 0.718
C 0.510 -2.502 0.688
C 4.251 -2.494 -0.090
C -4.490 -0.016 0.747
C 0.742 1.598 -1.434
C 0.331 -3.820 1.125
C 1.774 -2.072 0.288
C -5.389 -2.124 1.494
C 1.366 2.813 0.660
C -5.574 -0.796 1.121
C -2.531 3.030 1.630
C -2.804 1.540 -2.955
C 4.825 -3.469 -1.131
C 1.486 5.190 0.802
C 0.939 2.822 -0.686
C 1.401 -4.702 1.181
C 1.662 3.947 1.388
C 0.696 4.110 -1.209
C -4.114 -2.650 1.484
C -3.351 2.459 -1.841
C 0.969 5.256 -0.490
C -3.032 -1.848 1.101
C 2.851 -2.940 0.324
C -1.684 -2.398 1.060
C 2.646 -4.253 0.783
C 5.152 -2.474 1.155
C -2.895 3.550 0.221
C 4.245 -1.092 -0.707
H 3.573 -1.042 -1.566
H -3.971 3.713 0.190
H -4.682 1.018 0.465
H -6.573 -0.373 1.131
H -3.138 -0.303 -2.140
H -2.402 4.527 0.134
H 0.277 4.186 -2.205
H -6.234 -2.737 1.782
H 6.148 -2.104 0.897
H 0.778 6.223 -0.940
H 1.875 -1.048 -0.045
H 5.253 -3.473 1.582
H 4.726 -1.818 1.916
H 1.720 6.093 1.350
H 0.620 1.781 -2.502
H 5.251 -0.846 -1.050
H 3.943 -0.333 0.017
H -1.852 -0.265 -3.144
H -3.591 1.422 -3.704
H -3.950 -3.685 1.770
H 5.784 -3.100 -1.501
H 1.261 -5.719 1.526
H 1.545 0.877 -1.264
H -1.951 2.042 -3.415
H 4.141 -3.562 -1.977
H 4.987 -4.462 -0.712
H 2.000 3.859 2.413
H 3.478 -4.943 0.837
```

Values from the calculation:
LUMO level (alpha / beta): 2.2 / 2.2 eV
Total charge: -1
Kohn-Sham gap (alpha / beta): 6.4 / 6.4 eV
Multiplicity: 6
Expectation value of S²: 8.76


Below is a molecular structure, C28H28MnN7S2, with properties calculated with the ωB97M-V functional and the def2-TZVPD basis.

XYZ file:
```
66
C28H28MnN7S2, DFT the ωB97M-V functional and the def2-TZVPD basis
Mn -0.757 -0.240 -1.718
S -4.888 -0.653 -3.491
S -0.738 4.199 -2.996
N -0.735 1.712 -2.394
N 1.359 2.768 -2.104
N 0.611 0.031 2.219
N -0.295 -0.133 0.084
N -3.103 -2.631 -3.109
N 1.984 -0.142 0.361
N -2.415 -0.380 -2.858
C -2.198 3.312 -3.189
C 3.702 -1.123 -2.731
C -1.620 -2.723 0.139
C 3.278 1.232 5.218
C 2.655 -1.150 -3.650
C 3.515 -0.772 -1.399
C 2.616 1.284 2.911
C 1.563 0.418 3.203
C -4.269 0.938 -3.281
C 0.209 -0.978 4.815
C 2.222 0.379 5.500
C 2.213 -0.456 -0.985
C -2.955 0.910 -2.981
C 3.471 1.688 3.919
C 1.383 -0.797 -3.240
C -3.325 -1.309 -3.128
C 0.068 2.765 -2.450
C -2.027 2.021 -2.841
C -1.640 -0.182 0.511
C 4.656 -0.760 -0.422
C -3.621 0.957 1.268
C 0.760 -0.061 0.902
C -3.617 -1.457 1.001
C -2.306 -1.442 0.545
C -4.266 -0.280 1.355
C 1.350 -0.050 4.508
C 1.160 -0.481 -1.901
C -2.310 1.011 0.861
H 1.856 1.896 -2.018
H -4.146 1.868 1.522
H -0.322 -0.137 2.572
H -2.350 -3.432 -0.245
H 0.251 -1.300 5.852
H 5.597 -0.916 -0.944
H -2.170 -2.997 -3.206
H -4.901 1.800 -3.419
H 4.735 0.188 0.116
H 2.075 0.031 6.514
H -0.761 -0.484 4.674
H -5.289 -0.324 1.706
H -0.850 -2.573 -0.625
H 1.907 3.601 -2.248
H -1.128 -3.196 0.992
H 0.574 -0.743 -3.969
H 0.233 -1.872 4.187
H -4.137 -2.403 1.081
H -3.845 -3.251 -3.398
H 2.781 -0.164 0.986
H 2.739 1.693 1.915
H -3.086 3.787 -3.575
H 4.558 -1.570 0.307
H -1.771 1.950 0.814
H 4.275 2.377 3.701
H 3.946 1.551 6.005
H 4.698 -1.379 -3.069
H 2.839 -1.427 -4.679
```

Values from the calculation:
LUMO level (alpha / beta): -12.3 / -9.7 eV
Total charge: +3
Kohn-Sham gap (alpha / beta): 3.8 / 6.5 eV
Multiplicity: 4
Expectation value of S²: 4.24


Below is a molecular structure, C28H28N10O4SScSe, with properties calculated with the ωB97M-V functional and the def2-TZVPD basis.

XYZ file:
```
73
C28H28N10O4SScSe, DFT the ωB97M-V functional and the def2-TZVPD basis
Se 0.783 1.352 -4.893
Sc 0.362 0.513 -0.045
S 2.499 -3.491 0.129
O -6.590 2.512 1.085
O -1.362 -0.601 3.660
O 2.047 0.876 1.101
O 1.266 3.222 -0.032
N -1.798 1.448 0.198
N 4.660 -2.163 -0.781
N 0.715 -0.342 4.676
N -6.336 2.839 -1.135
N 0.441 1.476 -1.985
N 0.438 -0.004 2.364
N -0.948 -1.505 -0.055
N 0.679 4.463 1.775
N 1.340 -1.153 -1.076
N 2.679 -1.106 -1.094
C -2.668 -3.007 0.552
C -3.983 1.257 1.158
C -2.331 2.094 -0.866
C 0.694 1.480 -3.155
C 3.307 -2.187 -0.630
C 2.524 0.599 3.441
C 1.149 -2.871 -2.801
C 2.675 -4.462 -4.618
C -3.677 2.394 -0.942
C -0.666 -2.268 -1.108
C -0.146 -0.359 3.566
C 2.638 5.283 -1.157
C 1.945 -5.063 -3.566
C 2.016 0.130 4.633
C 1.694 0.471 2.268
C 1.129 -4.296 -2.735
C -2.612 1.051 1.161
C -1.808 -1.937 0.850
C -4.498 2.021 0.104
C -1.604 -3.174 -1.587
C 1.778 -2.323 -3.898
C -5.886 2.508 0.097
C 2.385 5.279 0.285
C -2.619 -3.602 -0.727
C 1.401 4.201 0.662
C 2.463 -3.100 -4.819
C 0.639 -2.081 -1.674
C 0.218 -0.914 5.948
H -4.626 0.922 2.006
H 5.226 -2.799 -0.277
H 1.975 6.248 0.628
H 0.815 5.302 2.344
H 0.856 -1.741 6.348
H -3.279 -3.397 1.323
H -1.642 2.310 -1.666
H 1.758 -1.226 -4.093
H -5.952 2.485 -1.996
H -2.110 0.587 2.006
H 0.123 3.747 2.171
H -0.762 -1.321 5.756
H 3.319 6.005 -1.577
H 5.111 -1.337 -1.195
H -4.044 3.025 -1.778
H 0.459 -4.819 -2.000
H -7.286 3.166 -1.159
H 2.210 4.377 -1.639
H 3.282 -5.074 -5.289
H 0.172 -0.068 6.721
H -1.888 -1.437 1.805
H 2.588 0.156 5.524
H 2.769 -2.617 -5.732
H 1.933 -6.114 -3.423
H 3.315 5.119 0.905
H -1.511 -3.687 -2.525
H -3.298 -4.386 -0.974
H 3.455 1.116 3.451
```

Values from the calculation:
LUMO level (alpha / beta): 1.7 / 1.6 eV
Total charge: -1
Kohn-Sham gap (alpha / beta): 4.9 / 3.5 eV


Below is a molecular structure, C28H28N2O6, with properties calculated with the ωB97M-V functional and the def2-TZVPD basis.

XYZ file:
```
64
C28H28N2O6, DFT the ωB97M-V functional and the def2-TZVPD basis
O -4.257 -2.105 -1.790
O -6.914 -2.326 -6.840
O 0.967 0.986 1.645
O 2.302 -5.614 1.348
O 1.280 -0.875 4.108
O -2.593 -0.009 -2.620
N 0.973 6.088 4.380
N 4.420 -0.525 -1.123
C 4.620 2.141 -0.191
C -5.013 -2.192 -2.877
C -5.033 -2.832 -5.320
C -0.349 -0.563 0.309
C -1.319 1.534 -1.281
C 0.594 -3.050 3.423
C -1.670 0.224 -1.553
C 2.623 5.857 2.580
C -6.313 -2.359 -5.562
C -0.328 1.786 -0.173
C 1.973 -4.371 1.915
C 0.377 4.976 3.929
C 0.130 0.710 0.649
C 2.063 4.746 2.108
C 3.289 0.382 -1.136
C -4.422 -2.762 -4.029
C -6.939 -1.785 -4.410
C 2.516 -1.971 2.427
C -1.204 -0.839 -0.711
C 2.126 6.513 3.651
C 0.927 4.308 2.825
C 2.982 -3.295 1.841
C -6.364 -1.821 -2.956
C 3.315 1.792 -0.752
C 0.859 -4.249 2.715
C 5.542 -0.040 -0.641
C 1.438 -1.990 3.242
C 5.661 1.255 -0.155
H 0.010 2.826 -0.195
H -4.351 -3.316 -5.922
H -6.955 -1.132 -2.260
H -0.122 -2.755 4.039
H 3.674 -3.459 0.886
H 2.375 2.189 -0.781
H 4.949 3.158 0.033
H 0.277 3.373 2.107
H 1.045 0.276 2.261
H 0.000 -1.491 0.827
H 0.251 -5.166 3.024
H 0.360 -0.782 4.487
H -1.668 2.446 -1.730
H -1.200 -1.903 -0.942
H 3.575 6.365 2.218
H 3.018 -1.051 2.458
H -0.326 4.557 4.524
H 6.600 1.601 0.204
H -7.737 -1.778 -6.679
H -7.859 -1.252 -4.409
H 2.277 0.046 -1.083
H 3.283 -5.704 1.156
H -3.509 -2.960 -4.024
H 6.194 -0.774 -0.585
H 2.497 7.476 4.003
H -4.817 -1.948 -1.029
H 2.503 4.284 1.285
H -2.630 -0.876 -2.865
```

Values from the calculation:
LUMO level: 0.2 eV
Kohn-Sham gap: 8.4 eV


Below is a molecular structure, C28H29ClN3O4V, with properties calculated with the ωB97M-V functional and the def2-TZVPD basis.

XYZ file:
```
66
C28H29ClN3O4V, DFT the ωB97M-V functional and the def2-TZVPD basis
V 0.281 0.061 -0.431
Cl -3.694 -2.586 5.317
O -1.189 -0.889 0.311
O -1.526 1.854 1.609
O -0.712 -0.575 -2.249
O 1.268 0.797 0.989
N 0.132 1.830 -1.529
N 2.015 -0.416 -1.764
N 1.462 -1.661 0.647
C -1.851 -0.008 -2.473
C 1.896 -1.842 -2.230
C -2.973 -0.770 -2.895
C -0.172 0.331 2.891
C 1.587 -2.977 0.062
C -2.947 -2.042 3.822
C -2.060 1.402 -2.367
C -3.303 1.975 -2.659
C -1.253 -0.708 2.714
C 1.381 -1.383 1.878
C -2.829 -2.064 1.448
C 2.294 0.540 3.158
C 2.234 1.951 -2.718
C 3.317 -0.227 -1.088
C -0.927 2.255 -2.098
C -0.627 1.738 2.465
C 1.249 2.753 3.802
C 2.229 1.734 3.836
C 1.389 2.547 -1.577
C 0.043 2.817 3.093
C -1.882 -1.163 3.874
C -1.730 -1.192 1.477
C 1.225 0.082 2.219
C -4.188 -0.184 -3.146
C 2.007 0.454 -2.970
C -3.439 -2.493 2.612
C 1.102 -2.831 -1.372
C -4.378 1.201 -3.031
H -2.833 -1.841 -2.981
H 1.979 2.445 -3.659
H -0.947 3.290 -2.456
H 0.054 -2.525 -1.355
H 4.129 -0.346 -1.819
H 2.918 -2.215 -2.381
H 3.289 2.167 -2.531
H -5.024 -0.810 -3.439
H 1.525 3.660 4.334
H 3.436 -0.951 -0.291
H 1.139 -3.792 -1.894
H -0.419 3.790 2.955
H 1.402 -2.140 2.670
H -4.285 -3.168 2.585
H 2.782 0.093 -3.663
H -3.189 -2.391 0.482
H 3.193 -0.062 3.252
H 3.368 0.755 -0.626
H 1.879 2.394 -0.614
H -5.344 1.644 -3.230
H -3.407 3.051 -2.572
H 0.026 0.377 3.963
H -1.535 -0.801 4.834
H 2.646 -3.268 0.074
H 1.025 -3.739 0.613
H 1.223 3.623 -1.697
H 1.413 -1.811 -3.206
H 1.035 0.305 -3.435
H 3.093 1.956 4.459
```

Values from the calculation:
LUMO level (alpha / beta): 2.4 / 2.4 eV
Total charge: -1
Kohn-Sham gap (alpha / beta): 4.3 / 6.4 eV
Multiplicity: 4
Expectation value of S²: 3.78


Below is a molecular structure, C28H29ClN3OS2Si2W, with properties calculated with the ωB97M-V functional and the def2-TZVPD basis.

XYZ file:
```
67
C28H29ClN3OS2Si2W, DFT the ωB97M-V functional and the def2-TZVPD basis
W 0.123 -0.404 -0.424
Cl -0.743 -4.650 -0.714
S 2.647 -0.323 2.107
S -3.491 -2.619 -2.900
Si 0.017 1.892 0.693
Si -1.212 -1.107 1.624
O 1.580 0.343 -2.029
N -1.080 0.976 -2.075
N -1.379 -1.512 -1.469
N -1.740 2.509 -3.492
C -0.529 -2.376 2.908
C 0.773 -4.507 0.137
C -2.861 2.111 -2.800
C 3.133 -4.388 1.536
C 0.673 1.957 -3.541
C -2.431 1.166 -1.931
C 2.840 -3.436 0.582
C 2.248 -5.427 1.793
C -1.550 2.627 4.534
C 1.366 -2.388 -1.137
C -2.266 -1.978 -2.070
C 1.576 -0.351 0.938
C 2.212 3.011 -5.105
C -2.175 1.431 4.864
C 3.267 2.288 -4.543
C -1.071 3.352 0.017
C -3.026 -1.750 1.453
C 1.742 1.191 -2.966
C 1.630 -3.422 -0.146
C 1.068 -5.486 1.069
C -0.669 1.797 -3.029
C -2.097 0.357 3.988
C -0.885 2.733 3.320
C 0.941 2.834 -4.598
C -1.414 0.443 2.772
C 1.613 2.901 1.094
C 3.039 1.412 -3.509
C -0.812 1.664 2.422
H 0.470 -2.084 3.242
H 0.761 -2.756 -1.964
H 2.288 -1.953 -1.518
H 3.550 -2.649 0.370
H -2.715 1.336 5.802
H -3.832 2.533 -2.985
H -1.176 -2.444 3.787
H -0.731 3.680 -0.972
H 2.388 3.699 -5.924
H -2.999 0.606 -1.207
H -1.583 3.470 5.217
H -3.029 -2.688 0.888
H -0.409 3.676 3.063
H -0.447 -3.375 2.473
H 3.854 0.846 -3.074
H -1.703 3.224 -4.191
H -2.117 3.054 -0.070
H 1.382 3.893 1.494
H 2.471 -6.185 2.535
H -2.578 -0.579 4.259
H 2.209 2.365 1.834
H -3.663 -1.042 0.913
H 4.274 2.419 -4.925
H 0.362 -6.293 1.223
H -1.024 4.212 0.691
H 2.234 3.033 0.203
H -3.486 -1.944 2.426
H 4.063 -4.320 2.090
H 0.130 3.395 -5.051
```

Values from the calculation:
LUMO level (alpha / beta): 4.4 / 4.4 eV
Total charge: -2
Kohn-Sham gap (alpha / beta): 4.5 / 6.2 eV
Multiplicity: 4
Expectation value of S²: 3.77


Below is a molecular structure, C28H29CoN3Si, with properties calculated with the ωB97M-V functional and the def2-TZVPD basis.

XYZ file:
```
62
C28H29CoN3Si, DFT the ωB97M-V functional and the def2-TZVPD basis
Co 0.692 -0.557 0.287
Si -0.750 4.902 -0.189
N -0.735 -1.635 1.094
N -0.936 -0.089 2.850
N 1.290 -0.326 2.112
C 1.158 6.946 -0.746
C 0.417 0.178 3.031
C 2.191 1.258 4.225
C 2.119 4.717 -0.576
C -1.472 -1.142 2.119
C -2.262 -3.493 0.992
C -1.118 -2.842 0.572
C -3.662 7.747 -0.554
C 0.843 0.941 4.116
C -1.721 6.479 0.221
C -1.889 7.077 1.492
C -3.937 8.160 0.754
C -1.533 3.824 1.246
C -2.682 -1.709 2.520
C 0.976 5.556 -0.502
C 3.094 0.557 3.422
C 3.320 5.190 -1.100
C -3.002 7.884 1.758
C 1.409 -1.335 -1.353
C 0.037 -0.936 -1.529
C 2.379 7.418 -1.249
C 2.156 -0.168 -0.977
C 1.235 0.931 -0.899
C -2.522 6.970 -0.828
C 3.448 6.536 -1.453
C 2.631 -0.311 2.440
C -3.098 -2.900 1.943
C -0.074 0.455 -1.224
H -0.743 3.063 1.409
H 0.066 1.285 4.797
H 0.340 7.659 -0.560
H -2.502 -4.460 0.568
H -4.037 -3.352 2.234
H -0.777 -1.570 -1.855
H 1.443 1.975 -0.678
H -1.554 2.522 4.109
H 3.227 -0.144 -0.762
H 4.390 6.897 -1.864
H -1.160 6.881 2.277
H 3.315 -0.938 1.871
H -3.259 -1.203 3.287
H -4.870 8.684 0.975
H 2.518 2.024 4.925
H -2.078 2.122 3.751
H 1.822 -2.340 -1.462
H 4.161 0.721 3.540
H -1.551 0.354 3.517
H 2.505 8.482 -1.473
H -2.276 6.698 -1.855
H -0.985 1.054 -1.212
H 2.052 3.682 -0.241
H -2.464 3.320 0.861
H -0.464 -3.264 -0.191
H 4.170 4.515 -1.207
H -3.178 8.281 2.752
H -1.797 4.340 2.173
H -4.355 7.973 -1.369
```

Values from the calculation:
LUMO level (alpha / beta): -3.1 / -3.5 eV
Total charge: +1
Kohn-Sham gap (alpha / beta): 6.2 / 7.1 eV
Multiplicity: 5
Expectation value of S²: 6.02